(1)
13
Properties=species:S:1:pos:R:3 method="wB97M-V/def2-TZVPD" e_lumo_ev=0.6 homo_energy_ev=-9.10 relative_energy_kj_mol=303.3 orbital_gap_ev=9.7
P 0.38158 0.48185 0.21675
O 0.77073 1.22311 1.41472
O 1.57601 -0.65370 -0.21868
N 0.34231 1.20321 -1.31908
N 2.78562 -0.89257 0.41306
C -1.67857 -0.64426 0.33904
H -0.32383 1.83958 -1.63934
H -1.81967 -0.82222 1.33781
H 2.87780 -0.29640 1.21932
H 2.71571 -1.87090 0.67382
H -2.40071 0.02194 0.01059
H 0.65206 0.50265 -2.07469
H -1.66593 -1.56738 -0.28636


(2)
53
Properties=species:S:1:pos:R:3 method="wB97M-V/def2-TZVPD" total_charge=-1 e_lumo_ev=2.3 homo_energy_ev=-4.67 relative_energy_kj_mol=38.5 orbital_gap_ev=7.0
I -2.39986 4.77150 1.18966
Pd 0.05885 0.28379 -0.56257
P 0.71803 -0.61579 2.44374
P -2.31470 -1.55775 -0.48232
P -0.47127 0.16036 -2.67599
P 3.31383 0.43702 1.45046
O -0.15982 -1.80447 2.58861
O -0.63824 2.54373 -0.28912
O 4.84699 -0.15536 1.38064
O 3.16413 1.36109 2.62675
O 1.03729 0.06143 3.86186
O 0.27112 0.52935 1.53320
O 3.02936 0.95706 0.06761
N 2.28420 -2.00893 0.73290
N 1.34511 2.88757 0.78725
C 0.03749 -1.24183 -3.71430
C 2.41328 -1.11174 1.88840
C -2.98349 -1.08574 -2.15542
C 3.12564 -1.81383 3.06055
C -0.66019 3.71683 1.79235
C -2.30526 0.13116 -2.80089
C 0.02774 3.00660 0.64461
C -3.58010 -2.83531 -0.06258
C -0.05949 1.61713 -3.68275
C -2.98941 -0.19037 0.54086
H 1.65601 -2.76835 0.98081
H 3.39330 -1.11685 3.85331
H 5.28915 0.28672 0.64803
H -2.50675 0.76162 0.31341
H -0.01252 4.42628 2.29717
H -4.60618 -2.45890 -0.12483
H 2.46884 -2.58083 3.47856
H 1.85276 2.10675 0.33857
H -0.44528 2.49862 -3.16970
H -2.58836 0.21281 -3.85678
H 0.89639 -0.92426 -0.86238
H -3.38357 -3.17002 0.95695
H -2.75393 -0.42637 1.58043
H -0.48568 1.55167 -4.68669
H -4.07188 -0.08922 0.41198
H -0.98376 2.94518 2.48933
H -2.84833 -1.96211 -2.79797
H 4.04056 -2.28582 2.69549
H 1.02387 1.71510 -3.74983
H -3.47657 -3.69779 -0.72387
H -4.06240 -0.90351 -2.09467
H -0.25911 -2.16571 -3.21658
H 1.76000 0.71268 3.68739
H 3.19300 -2.39774 0.50451
H -0.41605 -1.19606 -4.70718
H 1.72486 3.07632 1.70384
H 1.12348 -1.24505 -3.80522
H -2.63310 1.05136 -2.30759


(3)
62
Properties=species:S:1:pos:R:3 method="wB97M-V/def2-TZVPD" total_charge=+1 multiplicity=5 s_squared=6.051 e_lumo_ev="-2.9 / -2.7" homo_energy_ev="-8.02 / -7.76" relative_energy_kj_mol=46.6 orbital_gap_ev="5.2 / 5.1"
Ho 1.18605 0.57091 -0.92122
P 0.37142 3.24190 -0.35581
P -0.34046 -1.06793 0.88233
P -0.10907 -1.04926 -2.96359
C -1.14738 4.22036 -0.00263
C 1.39268 3.76909 1.09248
C 0.48800 -2.77398 -2.68237
C 1.00180 4.43851 -1.64958
C 1.37770 -3.34192 0.83370
C 1.09934 -0.11514 1.57958
C 1.48455 -0.57066 3.01670
C -0.01053 -2.86122 1.29449
C -1.67997 -0.34297 3.39540
C -1.82786 -1.34568 -3.53106
C 0.57340 -0.61576 -4.63694
C 2.59835 -0.18781 0.69984
C -2.86045 0.17062 1.29405
C -1.84685 -0.78937 1.92439
C -0.32035 -3.43470 2.69907
H -0.76744 -3.31300 0.62003
H 2.42393 3.41011 1.00502
H 1.18161 5.46373 -1.26812
H -0.00541 0.24172 -5.01870
H 1.44793 1.74191 -2.83734
H 0.25853 4.49717 -2.46393
H -0.03286 -3.18269 -1.80844
H 2.19484 -3.03860 1.50996
H 3.12221 0.60195 1.26239
H -3.71706 1.03151 -1.78574
H 1.41761 4.85908 1.22872
H -2.30141 -1.79798 1.91646
H 0.70192 0.91960 1.70986
H 1.82756 -1.61872 3.02762
H -1.71700 3.74411 0.79887
H -1.21862 -1.10532 4.04702
H -0.08927 -4.51272 2.65958
H -3.61536 1.65169 -1.39559
H 1.93594 4.04121 -2.06926
H -2.25566 -0.42727 -3.94994
H 0.25404 -3.39122 -3.55703
H -3.18863 -0.18058 0.31352
H 1.57034 -2.81180 -2.49999
H -2.44706 -1.65878 -2.68658
H 2.84859 -1.24218 0.89342
H -1.14225 0.61848 3.48106
H 0.68256 -0.46296 3.77115
H 1.62976 -3.04797 -0.19807
H 3.23489 -0.06087 -0.49699
H -2.45166 1.18793 1.18610
H 0.47449 -1.45945 -5.34109
H 2.18283 1.69980 -3.00485
H 0.29074 -3.01082 3.51244
H 0.95466 3.32115 1.98921
H 1.37824 -4.44711 0.83041
H -2.69610 -0.16739 3.79594
H -1.38260 -3.35032 2.96176
H -1.80097 4.26399 -0.88150
H -0.95948 5.26055 0.30332
H 2.32294 0.06285 3.35697
H -3.74047 0.20558 1.95827
H 1.62997 -0.32680 -4.54070
H -1.86720 -2.12456 -4.30406


(4)
111
Properties=species:S:1:pos:R:3 method="wB97M-V/def2-TZVPD" total_charge=+2 e_lumo_ev=-5.6 homo_energy_ev=-11.84 orbital_gap_ev=6.3
Bi -0.61954 1.71689 -0.13582
P 0.71446 0.42679 2.59838
P 1.65846 -1.17771 0.37188
F -2.71344 -0.95311 -8.15272
F -4.08704 -0.36671 -3.65632
F 0.16796 1.15359 -5.03772
F -0.30834 0.22909 -7.54142
F -4.59104 -1.25191 -6.17812
O -1.70294 0.79279 -3.06342
N -2.07654 0.13529 -0.45262
N -2.79284 2.84389 0.37478
N 1.15986 2.06539 -1.56672
N 0.65516 -0.55311 -0.90612
N -1.26854 2.96669 -1.97162
C -0.10994 -4.77371 0.87518
C 2.36706 -1.25771 6.00068
C -0.72454 -4.76141 2.11798
C -2.32284 3.04309 3.62598
C -3.42834 -0.65481 -5.91582
C 1.29076 0.09149 4.32128
C -2.86444 -2.08361 -1.05292
C -3.02264 3.95059 -0.54662
C 1.14816 1.11299 5.25728
C 1.62786 -1.15821 -3.04612
C -0.19054 -2.43191 -2.18102
C 3.63436 -2.70281 1.23678
C -2.47414 -0.50451 -6.91992
C -1.94824 0.42129 -4.27982
C -0.02274 -2.48251 2.41398
C 0.59646 -2.48821 1.18128
C -0.67484 -3.61231 2.88418
C 2.81626 1.54029 -3.30122
C -3.42584 0.64189 -0.63722
C 4.73336 -3.53431 1.28198
C -3.22204 0.81889 3.56258
C -1.99364 0.34099 3.13958
C 1.43286 -0.18531 -2.08512
C 0.90366 -2.35071 -3.01562
C 3.16246 0.94739 1.86758
C -3.38724 2.17249 3.81298
C 3.55896 -2.88611 -1.15622
C -1.76634 -1.07691 -0.91192
C 3.03066 -2.37741 0.01818
C -1.08244 2.56349 3.23388
C -2.60244 3.55989 -1.96322
C 2.90036 0.24799 0.54608
C 5.24586 -4.05601 0.10358
C -1.25954 0.10129 -6.61242
C 1.60696 0.94729 6.54828
C -0.20404 3.86659 -2.41992
C -0.45844 -1.41351 -1.25532
C 2.21556 -0.23881 6.92558
C 1.14996 3.48089 -1.79512
C 1.94386 1.77319 2.27908
C 1.76146 1.17259 -2.31002
C -3.16174 -0.20031 -4.63792
C -1.02264 0.55829 -5.32942
C -0.90584 1.20229 2.99958
C 0.55896 -3.65651 0.41548
C -3.77324 1.75499 0.34128
C 1.90696 -1.09611 4.70298
C 4.65886 -3.73031 -1.10502
H 1.05746 -3.70471 -0.54162
H 2.23546 -0.94171 -3.90932
H 2.36896 1.81859 -4.25372
H -4.07564 4.25039 -0.56132
H 3.83056 -0.19891 0.18778
H 0.00446 -1.61781 3.06048
H 4.04386 1.58319 1.74968
H -1.88094 -0.71121 2.92148
H 5.19036 -3.77181 2.22898
H -3.49454 -1.84161 -1.90602
H -0.43974 4.89719 -2.14672
H 2.84476 -2.18281 6.28798
H 3.12736 -2.64011 -2.11242
H -4.34054 2.54679 4.15128
H 2.15826 2.33879 3.18668
H 2.02796 -1.90701 3.99648
H -3.50334 0.96549 -1.67882
H -0.92234 -3.19741 -2.37262
H 3.50336 0.71639 -3.46242
H -1.22874 -5.64031 2.48688
H -3.31334 2.84399 -2.38012
H 2.56856 0.99049 -0.17872
H 1.25656 3.97209 -0.82082
H 1.48946 1.74719 7.26118
H 6.10286 -4.70741 0.13008
H -2.73834 3.20819 1.32298
H -0.12804 -5.66431 0.26638
H -4.16044 -0.14861 -0.49242
H -0.25294 3.24709 3.11818
H -2.62914 4.44689 -2.60202
H -1.12444 -3.58611 3.86408
H -0.12424 3.80999 -3.50792
H 3.39596 0.22269 2.65388
H -3.48584 -2.05351 -0.15932
H 1.66146 2.45719 1.47678
H -3.82214 1.32409 1.34268
H -2.49014 -3.09451 -1.15872
H 3.23046 -2.28531 2.15338
H -1.34324 2.06859 -2.64182
H 3.39036 2.39049 -2.93852
H 1.95606 3.82719 -2.44302
H -2.45554 4.09719 3.81588
H -2.43294 4.80669 -0.21012
H -4.76884 2.13299 0.08618
H 0.66596 2.03809 4.97898
H 2.56336 -0.36981 7.93758
H 1.07476 -3.11101 -3.75942
H -4.04584 0.13329 3.69918
H 5.05366 -4.12931 -2.02522


(5)
47
Properties=species:S:1:pos:R:3 method="wB97M-V/def2-TZVPD" total_charge=+2 multiplicity=5 s_squared=6.050 e_lumo_ev="-6.4 / -10.6" homo_energy_ev="-12.13 / -16.04" relative_energy_kj_mol=24.8 orbital_gap_ev="5.8 / 5.5"
Pt -0.58299 0.59747 -0.42241
Cl -0.10790 2.49265 2.56314
N 0.57444 -1.24053 -0.62906
N 0.95750 1.07875 -1.75148
C 0.23955 -2.44533 -0.12206
C -0.37524 -0.22477 2.51002
C 0.22606 0.89713 3.12000
C 1.71407 -1.14478 -1.38268
C -1.32240 -0.07823 1.35389
C 1.92345 0.14009 -2.01937
C 2.28011 -3.46261 -0.94986
C 1.10456 -3.53888 -0.19821
C 1.01312 2.28688 -2.35522
C 1.13167 -0.52850 4.85310
C -3.92005 -0.22226 -0.71869
C 2.98470 0.44225 -2.89355
C -0.12455 -1.50342 3.04377
C 3.10047 1.72707 -3.42041
C -1.36977 2.44259 -0.53500
C 1.00629 0.74422 4.27519
C 2.14077 2.68453 -3.06433
C -3.85961 1.14010 -1.40126
C 2.58082 -2.24558 -1.53985
C 0.60055 -1.65246 4.21987
H -4.63211 -0.18489 0.11535
H -1.72756 -1.07548 1.16758
H 0.15285 2.92344 -2.17648
H -4.73458 1.28566 -2.05794
H 0.84661 -4.43688 0.35709
H 3.70002 -0.35753 -3.10760
H -0.71013 -2.51159 0.40432
H 0.72719 -2.64640 4.66206
H 3.93369 1.96744 -4.08613
H -0.55270 -2.36357 2.53089
H -2.13127 2.66788 0.23568
H -3.88064 1.94630 -0.66086
H -2.95054 -0.54557 -0.33470
H -0.50603 3.10245 -0.32894
H -1.82618 2.74125 -1.49840
H 2.92352 -4.33330 -1.07745
H -4.29884 -0.99497 -1.40896
H 2.26549 3.73312 -3.31002
H 3.48709 -2.11357 -2.12353
H -2.96183 1.25436 -2.01118
H 1.62642 -0.62673 5.81844
H 1.49696 1.61458 4.71875
H -2.16307 0.56762 1.63647


(6)
16
Properties=species:S:1:pos:R:3 method="wB97M-V/def2-TZVPD" e_lumo_ev=1.0 homo_energy_ev=-9.86 relative_energy_kj_mol=35.3 orbital_gap_ev=10.9 smiles="CC(C)CC=O"
O 1.98985 -1.23005 -1.35663
C 2.07950 -0.80498 -0.22824
C -0.93339 1.51024 0.30654
C -1.22069 -0.88081 -0.43375
C 0.95357 -0.16225 0.53490
C -0.24405 0.29067 -0.30887
H -1.88131 1.72446 -0.20068
H -0.69938 -1.76399 -0.81690
H -1.62328 -1.11224 0.56206
H 0.12490 0.55096 -1.30809
H -2.06287 -0.65780 -1.09805
H 1.35239 0.63269 1.17622
H -1.15984 1.33185 1.36536
H 0.60537 -0.94369 1.22982
H 3.03240 -0.89661 0.33687
H -0.31317 2.41155 0.23943


| no. | molar mass (Da) |
| --- | --- |
| 1 | 110.05 |
| 2 | 645.56 |
| 3 | 481.36 |
| 4 | 1077.87 |
| 5 | 521.95 |
| 6 | 86.13 |